This record from the Open Molecules 2025 dataset describes a molecular structure, C39H58BiN6O4. The level of theory is ωB97M-V with the def2-TZVPD basis set.

Element x y z (Å)
Bi1 -0.25630 0.54800 -0.72376
C1 4.78239 2.86492 4.47940
C2 3.71039 3.80844 3.91729
C3 3.23867 4.72295 5.04759
C4 4.33219 4.67803 2.81447
C5 2.56597 2.99218 3.31542
C6 2.83101 2.02954 2.36774
C7 1.78689 1.31613 1.76292
N1 1.96266 0.37383 0.75298
C8 2.98514 -0.39587 0.59970
C9 4.04931 -0.62932 1.54782
C10 5.14146 -1.32124 1.18200
C11 5.25184 -1.78401 -0.20284
C12 4.28128 -1.72029 -1.13974
C13 3.00867 -1.12667 -0.72713
O1 1.98223 -1.16157 -1.41972
C14 4.44467 -2.29440 -2.54678
C15 5.87998 -2.76231 -2.79572
C16 3.52234 -3.51058 -2.71279
C17 4.12226 -1.22431 -3.60194
C18 6.28208 -1.65982 2.12678
C19 6.47534 -3.18343 2.16080
C20 6.00578 -1.17254 3.54819
C21 7.56485 -0.98627 1.61664
C22 0.42828 1.62138 2.04993
O2 -0.53636 0.99514 1.38753
C23 0.14332 2.55760 3.06944
C24 1.21972 3.20087 3.66385
C25 -1.29949 2.84073 3.50476
C26 -1.94352 1.53911 4.00881
C27 -1.35696 3.85722 4.64670
C28 -2.11911 3.41162 2.33781
H1 5.59553 3.44060 4.92458
H2 4.36277 2.21467 5.24954
H3 5.21552 2.23537 3.70004
H4 4.09567 5.25571 5.46130
H5 2.52711 5.47147 4.69499
H6 2.77600 4.15846 5.85946
H7 5.15504 5.27164 3.21739
H8 4.72606 4.06845 1.99913
H9 3.59045 5.36183 2.39733
H10 3.84431 1.85968 2.02984
H11 3.90878 -0.27988 2.55935
H12 6.18767 -2.25079 -0.47295
H13 6.15842 -3.59910 -2.15266
H14 5.96790 -3.10479 -3.82693
H15 6.59803 -1.95296 -2.65094
H16 3.77446 -4.28484 -1.98586
H17 2.47346 -3.25551 -2.57646
H18 3.64388 -3.93329 -3.71124
H19 4.81614 -0.38550 -3.52166
H20 4.23550 -1.65368 -4.59850
H21 3.11052 -0.83521 -3.51064
H22 5.57305 -3.68319 2.51750
H23 6.72740 -3.59321 1.18153
H24 7.29185 -3.43396 2.83909
H25 5.10334 -1.62540 3.96277
H26 6.83956 -1.44694 4.19443
H27 5.90170 -0.08682 3.58874
H28 7.83948 -1.31923 0.61495
H29 7.45202 0.09906 1.59614
H30 8.39432 -1.23044 2.28153
H31 1.00970 3.92740 4.43247
H32 -1.38467 1.13494 4.85501
H33 -2.96489 1.73471 4.34141
H34 -1.98000 0.78949 3.22102
H35 -0.82164 3.50939 5.53214
H36 -0.95146 4.82696 4.35096
H37 -2.39875 4.01078 4.93030
H38 -2.18649 2.70591 1.51484
H39 -3.12999 3.64198 2.68171
H40 -1.67194 4.33745 1.96777
N2 -0.36780 -1.61425 0.32198
C29 -1.63266 -2.38162 0.26055
C30 -2.81376 -1.52971 0.72330
C31 -3.26524 -0.54603 -0.34059
O3 -4.36565 -0.59361 -0.83464
O4 -2.38593 0.37149 -0.71332
H41 0.40481 -2.15381 -0.05666
H42 -0.15443 -1.37985 1.28866
H43 -1.55061 -3.27109 0.88733
H44 -1.77336 -2.71016 -0.76910
H45 -2.53824 -0.97746 1.62607
H46 -3.65983 -2.17152 0.95561
N3 0.09636 -1.71731 -3.46002
C32 -0.39187 -2.24023 -4.59788
C33 -1.73502 -1.94962 -4.62987
C34 -1.97522 -1.22743 -3.45288
N4 -0.85752 -1.09587 -2.74482
H47 1.03417 -1.74301 -3.08636
H48 0.24117 -2.77262 -5.28704
H49 -2.44182 -2.21601 -5.39496
H50 -2.89751 -0.80619 -3.08416
C35 -4.27746 4.85381 -1.29345
C36 -2.87483 4.37794 -1.13587
C37 -1.69188 5.06568 -0.93343
C38 -0.69328 4.08784 -0.84032
N5 -1.23230 2.88028 -0.98207
N6 -2.55091 3.07694 -1.16019
C39 0.76885 4.25627 -0.58181
H51 -4.30722 5.93997 -1.26025
H52 -4.91143 4.46975 -0.49370
H53 -4.69886 4.52889 -2.24487
H54 -1.57291 6.13268 -0.85378
H55 -3.14163 2.25837 -1.23548
H56 1.01747 5.31062 -0.48210
H57 1.36681 3.85013 -1.39987
H58 1.06334 3.75686 0.34588

Summary:
**E**: -64352.35440 eV
**Total charge**: +1
**LUMO energy**: -4.36 eV
**M**: 883.9 g/mol
**Orbital gap**: 5.908 eV

Atom charges from the Löwdin analysis, given in e for atoms 1 to 4: 1.9427 -0.0455 -0.5546 -0.0593

This record from the Open Molecules 2025 dataset describes a molecular structure, C12H34BF3NaO10 at a distorted geometry. The level of theory is ωB97M-V with the def2-TZVPD basis set.

Element x y z (Å)
Na1 -0.13114 -1.19852 -0.19996
B1 -2.04711 -2.85209 -0.14102
H1 -1.13159 -3.25243 -0.54819
H2 -2.43835 -2.11957 -0.82992
H3 -2.78580 -3.62474 0.00590
H4 -1.94749 -2.33902 0.80295
C1 0.74838 -0.41415 3.25832
O1 2.14134 -0.48000 3.29342
O2 0.24964 -1.63894 2.67081
C2 0.02380 0.17370 4.60851
F1 0.17184 -0.64207 5.74235
F2 0.31388 1.53236 4.79582
F3 -1.28425 0.10934 4.54198
C3 2.84926 0.64565 3.78796
C4 4.35629 0.43547 3.62968
H5 4.74548 -0.31325 4.31964
H6 4.45487 0.01980 2.62689
H7 4.88173 1.37192 3.81697
H8 2.74443 0.77190 4.86554
H9 2.60822 1.57928 3.27969
H10 0.62827 0.50566 2.68594
C5 -0.77619 1.93040 -3.02193
C6 0.07215 3.05259 -2.27185
O3 1.42242 2.80605 -2.60855
O4 -0.93358 0.71995 -2.17883
H11 -0.36374 1.57207 -3.96511
H12 -1.81405 2.20496 -3.21052
H13 -0.03240 2.91771 -1.19529
H14 -0.17871 4.00628 -2.73622
H15 1.66420 2.04206 -2.07990
H16 -1.47987 0.08015 -2.64125
C7 3.47679 -0.90657 -0.34894
C8 3.33309 0.39518 -1.24375
O5 3.08200 1.63057 -0.63067
O6 2.25357 -1.28037 0.36707
H17 4.30482 -0.74393 0.34100
H18 3.79073 -1.82127 -0.85180
H19 2.45493 0.26315 -1.87582
H20 4.15321 0.67227 -1.90612
H21 3.57310 2.32170 -1.08096
H22 2.37646 -1.20382 1.31609
C9 -2.62715 -2.13062 -3.67134
C10 -1.16877 -2.57272 -3.89424
O7 -0.30887 -2.52396 -2.78970
O8 -2.80304 -0.73265 -3.74384
H23 -3.21553 -2.39502 -2.79270
H24 -3.27550 -2.60629 -4.40719
H25 -0.63605 -2.14315 -4.74264
H26 -1.27764 -3.64532 -4.05480
H27 -0.82495 -2.87163 -2.05868
H28 -3.60016 -0.51053 -3.25716
C11 -2.63125 1.21778 1.65101
C12 -3.34360 2.13017 0.55094
O9 -4.45443 1.39742 0.12401
O10 -1.84685 0.22218 1.07472
H29 -3.23276 0.73531 2.42140
H30 -2.07496 1.84987 2.34318
H31 -2.72482 2.39302 -0.30704
H32 -3.62605 3.09641 0.96890
H33 -4.11741 0.62710 -0.33926
H34 -1.74071 -0.46688 1.73466

Summary:
**E**: -46711.75732 eV
**Total charge**: -1
**LUMO energy**: 2.13 eV
**M**: 429.2 g/mol
**Orbital gap**: 6.755 eV

Atom charges from the Löwdin analysis, given in e for atoms 1 to 4: 0.3832 -0.3567 -0.0464 -0.0619

This record from the Open Molecules 2025 dataset describes 19 unconnected molecules or ions with the total composition C2H40O19 at a distorted geometry. The level of theory is ωB97M-V with the def2-TZVPD basis set.

Element x y z (Å)
C1 -0.25577 0.24595 0.07741
C2 0.49871 -0.82143 0.25401
O1 0.31557 -1.74726 1.31773
H1 -0.06259 0.85535 -0.80852
H2 -1.19513 0.46398 0.60873
H3 1.45577 -0.95763 -0.16688
H4 -0.55139 -2.37802 1.16692
H5 -1.80793 1.05649 2.57835
H6 -1.34777 -0.50605 2.61608
O2 -1.13292 0.33540 2.98440
H7 -0.79581 -2.16085 -1.69674
H8 -1.77266 -0.96506 -1.44680
O3 -1.66054 -1.93150 -1.27357
H9 2.53025 0.54402 2.40926
H10 2.91097 1.04932 1.05099
O4 3.26286 0.55505 1.77876
H11 -3.46624 0.07969 -2.67275
H12 -1.99549 0.22528 -3.00660
O5 -2.57234 0.31850 -2.29281
H13 0.45665 3.26440 -3.54102
H14 -0.13579 2.12430 -3.11242
O6 0.11245 2.97598 -2.74005
H15 -0.24492 3.05152 0.22138
H16 -0.79229 3.62755 -1.19274
O7 -0.77191 3.76637 -0.18169
H17 -3.58651 -1.30261 1.98889
H18 -3.06451 -1.65092 3.42944
O8 -2.95708 -1.84048 2.51392
H19 0.80738 3.02594 2.40888
H20 -0.12912 1.79616 2.02803
O9 0.65006 2.32910 1.77361
H21 -1.67596 3.06708 1.14442
H22 -2.54836 1.84243 1.15865
O10 -2.19577 2.52503 1.76734
H23 0.07663 0.11123 -4.39418
H24 0.65460 0.09409 -2.99320
O11 -0.02596 0.56620 -3.56310
H25 2.21647 0.46630 -2.46846
H26 2.64687 -0.85506 -1.64402
O12 2.20678 -0.49975 -2.43993
H27 0.42295 0.04898 3.48433
H28 1.38644 -1.10325 3.26506
O13 1.37040 -0.20593 3.68317
H29 4.80448 -1.47051 0.15269
H30 3.67530 -0.79291 0.95023
O14 3.89080 -1.56446 0.37016
H31 3.28437 -3.03379 -0.24498
H32 2.05805 -3.77134 0.22940
O15 2.56569 -3.65644 -0.54170
H33 1.64519 2.31633 0.20421
H34 1.55484 3.23663 -1.07058
O16 1.94224 2.49164 -0.67718
H35 1.32979 -3.02307 -1.61518
H36 1.39836 -1.60133 -2.14854
O17 0.80027 -2.36959 -2.12415
H37 -2.21299 -3.25631 1.62912
H38 -1.73965 -3.34771 0.10276
O18 -1.54958 -3.59552 1.02744
H39 -2.95553 0.33634 -0.48266
H40 -4.25512 0.97716 -0.12219
O19 -3.47358 0.63898 0.28688

Summary:
**E**: -41625.66832 eV
**Total charge**: 0
**LUMO energy**: -0.26 eV
**M**: 368.3 g/mol
**Orbital gap**: 8.663 eV

Atom charges from the Löwdin analysis, given in e for atoms 1 to 4: -0.0006 -0.2233 -0.0913 0.0649